63
Properties=species:S:1:pos:R:3:mulliken_charge:R:1 method="wB97M-V/def2-TZVPD" lumo_energy_ev=0.46 gap_ev=8.1 charge=0 homo_ev=-7.627
O -6.340 -0.086 0.433 -0.5172
O 3.658 0.652 -0.514 -0.4985
O 0.113 -0.487 1.667 -0.6337
O 3.450 -3.310 0.537 -0.6372
O -2.419 2.477 -0.849 -0.4779
O 1.116 -1.882 0.191 -0.5141
O -2.134 0.672 -2.253 -0.5531
O 8.376 0.688 0.103 -0.4428
O -5.713 -2.065 -1.035 -0.4329
O -4.377 1.202 2.080 -0.4677
N -1.092 -1.910 0.330 0.0272
C 8.445 2.059 -0.218 -0.8028
C -3.049 1.650 -1.804 -0.2681
C -5.462 -3.172 -1.864 -0.9488
C 2.515 -0.143 -0.764 0.5635
C 1.274 0.704 -0.854 -0.3294
C -5.022 -0.447 0.499 0.0674
C 7.174 0.077 0.111 1.0036
C 3.533 -2.116 0.379 -0.1951
C 1.110 1.809 -0.035 -0.5424
C 5.971 0.698 -0.202 -0.3136
C -6.730 1.230 0.756 -0.7174
C 0.032 -1.336 0.817 0.6318
C -2.723 -0.344 1.238 -0.5804
C -0.963 0.926 -1.592 0.9248
C 7.183 -1.285 0.453 -0.6922
C 4.782 -1.370 0.217 0.1597
C -3.387 -2.039 -0.333 -0.5638
C -3.356 1.931 2.721 -0.7388
C -1.131 2.024 -0.748 0.9517
C -4.684 -1.555 -0.305 0.5629
C -2.404 -1.424 0.434 -0.7429
C 4.780 -0.020 -0.159 0.0943
C 2.327 -1.180 0.372 0.4221
C -4.025 0.147 1.286 1.3534
C 0.230 0.253 -1.669 -1.0887
C -0.099 2.496 0.026 -0.9160
C 6.008 -1.986 0.502 -0.9864
H -3.862 2.759 3.216 0.2727
H 7.865 2.664 0.485 0.3296
H -6.107 1.973 0.251 0.2572
H -4.725 -2.937 -2.639 0.3552
H -0.228 3.349 0.671 0.4842
H -2.633 2.322 2.000 0.1875
H -3.919 1.152 -1.349 0.1238
H 5.916 1.733 -0.493 0.4976
H -1.945 0.107 1.825 0.7544
H -6.416 -3.406 -2.334 0.2386
H -7.756 1.316 0.398 0.2906
H 8.095 2.249 -1.237 0.3216
H -2.836 1.326 3.470 0.3397
H -6.702 1.410 1.832 0.2387
H 5.991 -3.029 0.779 0.4896
H 2.289 -0.641 1.333 0.4513
H 9.498 2.326 -0.143 0.2349
H -3.123 -2.877 -0.957 0.4299
H 0.348 -0.602 -2.314 0.4012
H -0.941 -2.640 -0.351 0.2211
H 8.129 -1.749 0.678 0.4515
H 1.934 2.131 0.579 0.4713
H -3.379 2.263 -2.659 0.2801
H 2.661 -0.697 -1.707 0.3560
H -5.122 -4.039 -1.288 0.3609



56
Properties=species:S:1:pos:R:3:mulliken_charge:R:1 method="wB97M-V/def2-TZVPD" lumo_energy_ev="-7.01 / -8.65" multiplicity=2 gap_ev="7.3 / 5.9" charge=+2 homo_ev="-14.294 / -14.537"
Ru 0.420 -1.331 0.067 0.1218
As -0.804 0.735 0.172 1.7738
S -1.439 -2.098 -0.972 -0.2421
C 2.675 0.589 -3.031 -0.4704
C -0.754 2.446 1.008 0.3846
C -4.568 1.086 -1.658 -0.6724
C -3.411 1.416 -0.951 -0.5764
C -3.790 -1.178 -1.933 -0.6902
C -2.449 0.446 -0.748 0.1849
C -1.387 3.840 2.854 -0.7359
C 1.022 -1.602 2.203 -0.5084
C 1.890 -3.080 -0.073 1.2956
C 2.214 -1.226 1.547 1.0361
C 0.268 -2.727 1.788 1.1383
C 2.885 1.164 -1.774 -1.0203
C -0.237 3.545 0.325 -0.1395
C -0.958 -3.169 2.536 -1.7131
C 0.385 0.128 -2.459 0.5354
C -4.751 -0.202 -2.146 -0.7099
C 3.043 -0.088 2.063 -1.7826
C -1.334 2.585 2.268 -0.7158
C 0.574 0.708 -1.194 -0.8231
C 1.439 0.069 -3.368 -0.9534
C -2.626 -0.855 -1.227 0.5353
C 1.856 1.212 -0.863 -0.3226
C 2.601 -1.954 0.398 -0.6012
C 0.720 -3.436 0.640 -1.2982
C 2.353 -3.874 -1.261 -1.6536
C -0.295 4.794 0.926 -0.7617
C -0.865 4.939 2.184 -0.5099
H -1.054 -4.253 2.498 0.4213
H 1.276 -0.363 -4.346 0.5054
H -0.894 -2.871 3.581 0.4487
H -0.593 -0.207 -2.773 0.5606
H -1.835 3.960 3.831 0.4349
H -1.866 -2.738 2.115 0.2594
H 0.691 -1.015 3.051 0.5650
H -5.328 1.837 -1.819 0.4318
H 2.015 1.669 0.107 0.8115
H -5.652 -0.450 -2.689 0.4178
H 2.347 -4.938 -1.025 0.4064
H -3.934 -2.185 -2.304 0.5176
H -1.743 1.729 2.791 0.4317
H 1.699 -3.720 -2.119 0.2996
H 3.477 -1.627 -0.150 0.4675
H 0.190 3.441 -0.663 0.4603
H 0.100 5.655 0.406 0.4438
H -0.907 5.917 2.644 0.4303
H 0.124 -4.271 0.289 0.5345
H -3.276 2.418 -0.563 0.5096
H 3.483 0.561 -3.750 0.4606
H 3.852 1.578 -1.522 0.4941
H 2.427 0.772 2.326 0.3503
H 3.365 -3.594 -1.545 0.4309
H 3.795 0.219 1.339 0.4075
H 3.561 -0.407 2.969 0.3941



64
Properties=species:S:1:pos:R:3:mulliken_charge:R:1 method="wB97M-V/def2-TZVPD" lumo_energy_ev=-0.59 gap_ev=7.2 charge=0 homo_ev=-7.747
F -9.053 1.847 1.172 -0.3359
O 6.268 -0.225 2.805 -0.4579
O 3.378 -2.153 -1.948 -0.6552
O -0.547 -3.252 -6.816 -0.6368
O 3.306 1.460 -0.511 -0.3855
O 1.459 -3.796 -6.272 -0.6169
N 1.985 -0.892 -0.663 0.6978
N -0.775 0.808 1.179 0.2234
N -3.577 1.146 1.217 0.3689
N -0.199 -0.376 -1.318 -0.3028
N 0.404 -3.237 -6.062 1.0202
C 0.268 -2.501 -4.832 -0.2150
C -0.029 -1.078 -2.472 -0.5853
C 3.753 0.480 0.319 0.9379
C 3.437 -1.791 1.073 -0.2820
C 1.330 -2.443 -3.949 -0.2841
C -5.769 0.736 2.211 -0.2374
C -4.947 1.343 1.254 0.3867
C -7.141 0.897 2.183 -0.7894
C 4.821 0.600 1.188 -0.5164
C 0.574 0.465 0.815 -1.8262
C -1.092 -1.154 -3.387 -0.3633
C -1.407 1.811 0.341 -0.2480
C -2.686 2.273 1.035 -1.2218
C -6.931 2.297 0.236 -0.7274
C -5.563 2.122 0.265 -0.2566
C 1.185 -1.731 -2.763 0.2429
C -0.944 -1.858 -4.554 -0.5602
C 4.041 2.661 -0.586 -1.0326
C 5.205 -0.470 2.002 0.4293
C 2.290 -1.644 -1.810 0.6740
C 0.772 -0.298 -0.476 1.5662
C 3.048 -0.734 0.276 -1.4099
C 4.506 -1.670 1.944 -0.8078
C -1.660 -0.329 1.345 -0.5150
C -2.955 0.123 2.025 -1.1692
C -7.709 1.680 1.198 0.3242
C 6.746 -1.264 3.630 -0.8616
H 7.068 -2.127 3.040 0.3501
H -1.649 1.414 -0.654 0.1412
H -0.724 2.656 0.232 0.4260
H 1.150 1.394 0.741 0.3995
H 7.602 -0.848 4.158 0.2551
H 5.398 1.506 1.259 0.4877
H 4.031 3.195 0.368 0.3752
H 2.901 -2.725 1.006 0.4967
H -2.721 0.493 3.036 0.3744
H -1.746 -1.932 -5.273 0.5056
H 4.785 -2.513 2.553 0.4176
H -3.171 3.048 0.446 0.5420
H -4.965 2.581 -0.506 0.3819
H -5.339 0.142 3.001 0.3681
H 5.074 2.476 -0.892 0.3771
H -3.621 -0.737 2.100 0.5558
H 1.009 -0.127 1.629 0.4866
H -1.910 -0.791 0.378 0.2234
H 2.264 -2.941 -4.168 0.5996
H 5.991 -1.578 4.357 0.3424
H -2.417 2.697 2.016 0.2960
H -2.014 -0.651 -3.146 0.5458
H -7.768 0.429 2.925 0.4147
H -7.398 2.896 -0.529 0.4145
H -1.164 -1.072 1.974 0.3806
H 3.541 3.262 -1.343 0.2712



66
Properties=species:S:1:pos:R:3:mulliken_charge:R:1 method="wB97M-V/def2-TZVPD" lumo_energy_ev="-2.56 / -6.96" multiplicity=4 gap_ev="8.0 / 4.2" charge=+1 homo_ev="-10.573 / -11.198"
Pd -0.335 -0.835 1.419 -0.0215
Ge 0.116 0.039 -0.982 2.1206
S 0.333 -1.176 3.742 -0.4164
O -1.817 -1.265 -0.219 -0.4902
O -1.206 -6.960 -1.092 -0.6052
O -1.808 -5.233 -2.362 -0.5463
O -2.034 -2.667 -1.916 -0.8037
N -0.613 -5.381 1.057 -0.0279
N 0.738 1.484 3.630 0.0000
N -0.720 -3.220 1.371 -0.1803
N 0.076 1.574 2.422 0.0317
N 1.499 0.630 5.444 0.2501
N 1.787 1.947 5.484 -0.7423
C -0.761 4.143 -0.090 -0.6932
C -1.992 0.722 -2.968 -0.1128
C -1.972 1.697 0.387 -0.1572
C -1.411 -5.780 -1.242 0.4519
C -0.366 -4.373 1.915 0.2612
C -1.230 -3.503 0.132 0.3790
C 2.888 1.002 -0.694 -0.4017
C -1.745 -2.423 -0.746 0.3945
C -1.150 -4.864 -0.088 0.4092
C -1.981 4.095 0.565 -0.7003
C -0.155 2.973 -0.523 -0.4073
C 2.186 1.084 -2.988 -0.2838
C -0.440 -0.957 -3.706 -0.0003
C 0.856 0.300 4.307 0.3303
C 4.074 1.633 -1.031 -0.6534
C -2.715 0.563 -4.140 -0.7223
C -0.871 -0.055 -2.751 -0.0927
C -0.759 1.741 -0.298 0.2809
C -2.318 -0.375 -5.077 -0.6223
C 3.377 1.712 -3.323 -0.6727
C 1.941 0.753 -1.671 -0.1795
C 1.430 3.872 3.953 -1.2060
C 4.317 1.988 -2.347 -0.5528
C 0.185 -4.602 3.267 -1.1872
C -1.181 -1.133 -4.862 -0.7891
C -2.586 2.870 0.800 -0.5697
C 1.333 2.468 4.393 0.8937
H -2.464 5.010 0.874 0.4111
H 2.687 0.712 0.334 0.2700
H -0.434 -6.371 1.176 0.2438
H 3.565 1.989 -4.348 0.4321
H 2.114 3.960 3.108 0.3046
H -1.933 -4.234 -2.314 0.4860
H 1.809 4.478 4.770 0.3562
H 1.448 0.877 -3.749 0.3287
H 0.583 2.153 1.748 0.1011
H 0.787 3.025 -1.052 0.3863
H -2.455 0.741 0.566 0.2366
H -0.603 -4.918 3.949 0.2621
H -0.281 5.090 -0.283 0.4680
H 0.456 4.244 3.638 0.3295
H 0.948 -5.375 3.244 0.4020
H -0.854 -1.859 -5.591 0.4529
H 1.756 0.037 6.219 0.1978
H 4.808 1.841 -0.269 0.4216
H 0.452 -1.548 -3.548 0.5027
H 0.617 -3.690 3.662 0.1648
H -3.545 2.825 1.295 0.4864
H -2.891 -0.506 -5.984 0.4027
H -0.876 1.946 2.535 0.2554
H 5.250 2.462 -2.610 0.4010
H -2.329 1.439 -2.232 0.3111
H -3.583 1.185 -4.307 0.4202



57
Properties=species:S:1:pos:R:3:mulliken_charge:R:1 method="wB97M-V/def2-TZVPD" lumo_energy_ev=-1.89 gap_ev=4.4 charge=0 homo_ev=-6.260
O -0.276 6.689 -0.142 -0.4402
O -5.027 -1.936 0.158 -0.4613
N 2.009 -2.007 -3.110 -0.8036
N 1.272 -2.110 -0.965 -0.0541
C -3.862 -1.247 0.276 0.9056
C -1.059 7.257 -1.216 -0.7996
C 1.415 -3.220 -2.928 0.5228
C -3.934 0.055 0.837 -0.9706
C -2.793 0.814 0.970 -0.2664
C 0.542 3.415 1.187 -0.3293
C -2.611 -1.757 -0.143 -0.7375
C 4.740 -1.064 2.423 -0.7409
C 1.256 -4.238 -3.990 -1.0719
C -0.308 1.117 0.666 0.0389
C 3.676 -3.237 2.619 -0.6967
C -0.394 5.354 0.088 0.9098
C 0.513 4.781 1.012 -0.7759
C 1.167 -0.820 1.219 -0.1134
C 4.792 -2.407 2.820 -0.3453
C 1.908 -1.348 -1.911 -0.3118
C 0.956 0.504 0.872 -0.7296
C 3.574 -0.536 1.865 -0.3140
C -4.962 -3.256 -0.431 -0.8029
C 2.425 -1.350 1.704 0.5862
C 2.515 -2.719 2.056 -0.2937
C -1.340 3.172 -0.324 -0.5689
C -1.525 0.326 0.544 -0.0979
C -0.384 2.568 0.528 -0.2144
C -1.338 4.532 -0.574 -0.6272
C -1.494 -0.953 -0.029 -0.0204
C 0.966 -3.287 -1.573 -0.7145
H -4.308 -3.920 0.153 0.3238
H -2.082 2.557 -0.833 0.4987
H -0.761 6.831 -2.185 0.3585
H 2.224 -4.518 -4.428 0.2623
H -2.862 1.803 1.423 0.6075
H 5.609 -0.417 2.558 0.3800
H 5.696 -2.808 3.282 0.3678
H 0.458 -4.126 -1.119 0.3934
H -2.515 -2.764 -0.553 0.5043
H 3.712 -4.287 2.913 0.3630
H -2.050 4.959 -1.284 0.3209
H -0.550 -1.335 -0.402 0.5266
H 1.198 5.439 1.542 0.4277
H 1.270 2.975 1.870 0.5067
H 2.273 -0.342 -1.733 0.3744
H 0.611 -3.872 -4.803 0.2376
H -5.991 -3.611 -0.396 0.2468
H -4.607 -3.207 -1.470 0.3501
H 0.793 -5.138 -3.567 0.2802
H -4.907 0.429 1.147 0.4307
H 1.828 1.156 0.778 0.8085
H 1.648 -3.357 1.874 0.2831
H 0.308 -1.466 1.401 0.6351
H 3.537 0.510 1.555 0.2957
H -2.134 7.097 -1.054 0.3105
H -0.824 8.320 -1.180 0.2444



63
Properties=species:S:1:pos:R:3:mulliken_charge:R:1 method="wB97M-V/def2-TZVPD" lumo_energy_ev="3.82 / 3.57" multiplicity=2 gap_ev="5.7 / 5.5" charge=-2 homo_ev="-1.899 / -1.928"
Tl -3.514 -2.236 1.574 0.3614
Sb -2.516 1.871 0.966 0.7154
Sb -3.261 -5.796 0.763 0.5137
Sb 1.319 -3.072 0.903 0.7661
S -2.950 -7.738 1.960 -0.6623
S -5.174 -4.634 1.559 -0.6865
S -1.496 -4.181 1.247 -0.5431
S -3.042 -2.852 5.167 0.2092
O -2.738 -2.135 6.432 -0.5796
N -3.098 -2.065 3.919 -0.3779
C 1.414 -1.261 -1.663 0.3360
C 0.334 -1.447 1.974 -1.5598
C 5.006 -0.585 1.736 -0.6486
C -1.266 2.285 -1.939 0.2885
C -3.106 0.676 -3.238 -0.6383
C -1.232 2.164 -3.323 -0.7053
C 4.181 -2.375 -0.203 -0.2250
C -1.279 3.683 0.975 -0.2311
C 3.726 -1.128 1.776 -0.1849
C -0.198 -0.313 1.096 1.3248
C -3.146 0.812 -1.858 -0.5460
C 0.877 4.780 0.850 -0.6980
C 5.875 -0.938 0.715 -0.3062
C -0.519 -2.613 -3.108 -0.6942
C -0.973 0.694 1.954 -1.6002
C 0.816 -2.389 -1.105 -0.1980
C -1.880 4.938 1.030 -0.5905
C -2.145 1.351 -3.976 -0.3210
C -1.121 6.102 0.993 -0.5181
C 3.280 -2.019 0.803 -0.1699
C -2.214 1.600 -1.185 -0.1171
C 0.079 -1.485 -3.648 -0.3325
C 0.111 3.622 0.892 0.1727
C 5.460 -1.840 -0.256 -0.5963
C -0.150 -3.064 -1.846 -0.3274
C 1.049 -0.809 -2.924 -0.6832
C 0.261 6.023 0.901 -0.3788
H 1.012 -1.039 2.727 0.3567
H 0.629 0.185 0.581 -0.2333
H -1.521 0.156 2.731 0.5825
H -0.841 -0.724 0.313 0.0261
H 6.137 -2.122 -1.056 0.3500
H 5.322 0.117 2.500 0.3765
H -3.914 0.292 -1.299 0.3265
H -2.108 1.234 -5.053 0.4039
H 3.060 -0.847 2.585 0.2404
H 0.603 2.656 0.855 0.3365
H -0.550 2.933 -1.454 0.2745
H -0.492 -1.922 2.505 0.2397
H 1.516 0.080 -3.336 0.3472
H -1.287 -3.135 -3.667 0.3974
H -2.961 5.004 1.102 0.3346
H -0.304 1.406 2.443 0.5871
H 6.870 -0.510 0.678 0.3485
H -0.223 -1.124 -4.623 0.3546
H -1.606 7.071 1.036 0.3608
H -0.487 2.708 -3.893 0.3761
H 1.956 4.715 0.774 0.3765
H 0.853 6.930 0.865 0.3475
H 2.173 -0.725 -1.109 0.3329
H -3.830 0.041 -3.735 0.3950
H 3.858 -3.077 -0.967 0.3740
H -0.634 -3.931 -1.416 0.2196



70
Properties=species:S:1:pos:R:3:mulliken_charge:R:1 method="wB97M-V/def2-TZVPD" lumo_energy_ev="2.10 / 2.10" gap_ev="6.4 / 6.4" charge=-1 homo_ev="-4.254 / -4.254"
Pd -1.623 -0.101 -0.570 0.7193
Cl 0.513 1.497 -4.419 -0.1422
Cl -2.082 2.486 -5.248 -0.1654
Cl 5.237 1.603 -2.522 -0.3011
Cl 2.967 -0.686 1.903 -0.1637
Cl -1.333 -0.240 -5.823 -0.1818
S 0.836 -4.196 0.663 -0.2910
S -2.136 0.250 4.165 -0.3191
Si -3.700 -1.007 -0.589 0.9731
O -0.558 2.267 0.070 -0.5735
O -1.562 -0.564 -2.898 -0.4576
O 0.674 0.677 -0.914 -0.7297
O -2.263 1.530 -2.526 -0.5602
N -0.382 -2.026 0.225 1.4314
N -1.610 -0.079 1.718 1.4083
N 4.356 1.623 0.310 -0.0859
C -1.119 -1.198 2.378 -0.8539
C 0.239 -2.965 -0.402 -0.0313
C 3.528 2.214 1.327 -0.3758
C 3.556 -0.716 0.267 0.8859
C -1.332 -1.190 3.713 -0.3235
C -1.752 0.643 -3.200 0.1216
C 1.715 2.767 -0.385 -0.9904
C -2.161 0.771 2.522 0.3165
C -4.764 -0.627 0.908 -1.1319
C 0.500 1.828 -0.426 0.4389
C 3.454 -1.920 -0.405 -0.9093
C 4.022 2.263 2.627 -0.3517
C 4.429 -0.949 -2.349 -0.7095
C -0.427 -2.233 1.578 -0.9094
C -3.509 -2.870 -0.610 -1.0909
C 2.031 3.379 3.344 -0.7319
C -1.206 1.073 -4.618 0.4151
C -2.757 2.069 2.085 -1.3239
C 0.431 -2.982 -1.883 -0.8025
C 4.541 0.244 -1.662 0.7562
C 0.187 -3.363 2.006 -0.1516
C 1.554 3.349 2.045 -0.6509
C -4.699 -0.531 -2.079 -1.2506
C 3.279 2.840 3.641 -0.4851
C 4.123 0.417 -0.329 -0.6599
C 3.885 -2.051 -1.714 -0.5116
C 2.294 2.773 1.009 0.7617
H 3.665 2.864 4.654 0.3831
H 4.734 2.311 -0.322 0.3690
H -5.070 0.425 0.928 0.1888
H -1.041 -1.930 4.443 0.4528
H 0.974 -3.870 -2.208 0.5137
H -5.668 -1.245 0.846 0.4000
H 3.018 -2.759 0.122 0.6309
H -3.034 -3.231 0.309 0.1733
H 2.446 2.464 -1.132 0.1595
H -0.538 -2.928 -2.379 0.0536
H -4.258 -0.857 1.852 0.2429
H 1.431 3.828 4.128 0.4030
H 3.786 -2.995 -2.235 0.4117
H 0.301 -3.735 3.013 0.4434
H -4.226 -0.909 -2.989 0.2389
H -4.779 0.555 -2.172 0.2712
H -5.704 -0.961 -1.990 0.3893
H -2.256 2.907 2.571 0.4060
H -3.819 2.105 2.333 0.3676
H -4.490 -3.354 -0.706 0.4653
H 4.760 -0.998 -3.378 0.4108
H 0.970 -2.081 -2.178 -0.0176
H 4.989 1.816 2.825 0.4279
H -2.609 2.160 1.010 0.0852
H 0.579 3.756 1.802 0.4281
H -2.886 -3.174 -1.456 0.1746
H 1.349 3.767 -0.622 0.5157



Calculated molar mass (g/mol), listed in the same order as above: 523.5, 558.6, 519.5, 709.6, 410.5, 1078.4, 833.4
Calculated E_tot (eV), listed in the same order as above: -50368.310, -102662.650, -48823.878, -116374.481, -35492.743, -99606.533, -136742.902